30
Properties=species:S:1:pos:R:3:lowdin_charge:R:1 method="wB97M-V/def2-TZVPD" total_charge=+2 e_tot_ev=-11574.886 spin_multiplicity=1 e_above_lowest_kj_mol=680.3 orbital_gap_ev="9.8 / 8.6"
N 1.43374 0.25383 0.07383 -0.331
N -1.23545 0.14069 0.00133 -0.330
C 2.00151 -0.61429 -0.95689 -0.018
C -0.15982 -2.38646 0.71976 0.314
C 1.29534 1.63453 -0.43419 0.019
C 0.05341 -0.34829 0.48646 0.089
C -1.96356 1.10680 0.95275 0.060
C -1.26669 0.59394 -1.39359 -0.009
C 2.40701 0.21495 1.26544 0.052
C -2.25180 -0.96267 0.08045 -0.080
H 1.93130 0.87089 2.06288 0.141
H 0.73652 -2.87890 0.56044 0.011
H -1.06052 1.67588 -1.58311 0.131
H -2.59933 -1.29534 1.01270 0.092
H -0.83119 -2.78678 1.35201 0.006
H -2.16133 -1.90687 -0.62372 0.179
H -0.53411 -0.01489 -2.03520 0.135
H 2.22492 -0.78171 1.71264 0.111
H -2.47293 0.45933 1.70673 0.131
H -2.67800 1.65444 0.35312 0.118
H 1.11783 1.58242 -1.43264 0.062
H -2.23178 0.37575 -1.86313 0.125
H 3.42963 0.47732 1.01252 0.127
H 2.37800 1.94121 -0.41336 0.154
H -1.28467 1.91051 1.34976 0.129
H -3.15386 -0.45192 -0.22466 0.111
H 0.55777 2.22889 0.07360 0.109
H 1.23770 -0.93051 -1.70639 0.116
H 2.30544 -1.58740 -0.54648 0.118
H 2.77496 -0.17537 -1.56306 0.128

31
Properties=species:S:1:pos:R:3:lowdin_charge:R:1 method="wB97M-V/def2-TZVPD" total_charge=0 e_tot_ev=-19474.785 spin_multiplicity=1 e_above_lowest_kj_mol=146.3 orbital_gap_ev=7.6
Si -0.04354 0.70190 0.05786 0.807
N 1.27615 -0.09777 0.81721 -0.145
N -1.99886 -0.87123 0.25090 -0.249
C 2.19674 -0.99444 0.23755 -0.329
C 1.00298 2.12260 -2.18067 -0.175
C 0.54099 3.18819 1.38067 -0.083
C -2.70355 -1.04773 1.50140 -0.234
C 1.55903 -2.43509 0.01564 -0.049
C -0.42841 2.32298 1.08981 -0.219
C -0.07827 1.11424 -1.79887 -0.320
C -1.81539 -2.09715 -0.46109 -0.245
H -1.41415 2.46516 1.52211 0.046
H 1.99282 1.76785 -1.78572 0.078
H -1.06016 1.62215 -1.95143 0.081
H -1.17783 -1.86421 -1.25789 0.031
H 2.83479 -0.50271 -0.54198 0.108
H 2.31380 -3.12774 -0.08092 0.040
H 1.67691 3.06644 1.04304 0.105
H -0.09990 0.28600 -2.55828 0.083
H 1.08390 -2.57938 0.93102 0.050
H 0.30826 4.09479 1.81360 0.013
H 1.05939 2.43228 -3.22500 0.076
H -2.66524 -0.12217 2.03892 0.037
H 1.05375 -0.42333 1.70982 0.062
H -2.25624 -1.74888 2.22471 0.060
H 0.73890 2.96429 -1.63782 0.020
H -2.71657 -2.44859 -0.68261 0.022
H 3.06570 -1.10700 0.99643 0.124
H 0.87967 -2.32137 -0.80611 0.047
H -1.36188 -2.99112 0.01683 0.075
H -3.76379 -1.36897 1.32084 0.082

31
Properties=species:S:1:pos:R:3:lowdin_charge:R:1 method="wB97M-V/def2-TZVPD" total_charge=+1 e_tot_ev=-20024.385 spin_multiplicity=1 e_above_lowest_kj_mol=419.3 orbital_gap_ev=4.6
Si -2.30778 -0.23340 0.18586 0.587
O 1.80987 0.36542 -2.07767 -0.067
N 3.49228 0.27030 -0.56274 -0.280
C -1.78483 -1.30671 -1.39701 -0.118
C 2.64093 1.02121 -1.13364 -0.140
C 3.63679 -1.13645 -0.56336 -0.020
C -3.85580 0.78681 -0.24951 -0.141
C -0.52543 2.15735 0.77142 -0.051
C 4.17227 0.94476 0.48817 -0.091
C -0.77935 0.72045 0.71751 0.068
C -2.38905 -1.36266 1.62232 -0.182
H 3.71967 1.92747 0.61310 0.077
H 3.96486 0.56573 1.49337 0.091
H 1.33448 1.08554 -2.51950 0.073
H 0.03757 0.09393 1.00935 0.090
H -4.68960 0.76908 0.46941 0.055
H 5.24646 0.94176 0.37160 0.098
H -3.70479 1.83340 -0.18554 0.013
H -1.34418 2.62205 1.27252 0.101
H -2.95196 -0.84384 2.42425 0.048
H 0.33673 2.35687 1.32994 0.071
H -0.70974 -1.48323 -1.24500 0.024
H -3.03577 -2.18385 1.36235 0.040
H -0.44757 2.51765 -0.29537 0.161
H -1.94022 -0.67455 -2.28846 0.043
H -4.26708 0.60122 -1.20256 0.023
H 3.00977 -1.42878 0.35191 0.128
H -2.24740 -2.26647 -1.45214 0.029
H -1.54698 -1.77917 2.30162 0.093
H 3.13099 -1.32930 -1.53468 0.102
H 4.62706 -1.44563 -0.49765 0.076

32
Properties=species:S:1:pos:R:3:lowdin_charge:R:1 method="wB97M-V/def2-TZVPD" total_charge=-1 e_tot_ev=-16805.534 spin_multiplicity=2 e_above_lowest_kj_mol=274.5 orbital_gap_ev="2.9 / 7.5"
O 0.14195 -3.37365 1.74628 -0.035
O 1.68837 -2.49958 -0.19558 -0.004
O -1.20503 1.27772 -2.43946 -0.087
O -3.42599 0.07935 -1.10193 -0.133
C 1.23042 0.85134 1.80201 -0.077
C 0.78407 0.67795 0.33739 -0.313
C 1.55321 0.21533 -1.87511 -0.140
C -1.16383 -0.52968 1.22281 -0.261
C -0.37801 0.07293 0.22271 -0.211
C 1.74127 2.58091 -1.01366 -0.020
C 1.48950 1.27601 -0.81464 -0.404
C -2.12340 -0.07832 2.03840 -0.044
H 2.68117 -0.13064 -1.73030 0.119
H -2.60203 0.07328 -0.55042 -0.014
H -1.68416 0.84603 -3.05883 -0.036
H 1.85206 3.29363 -0.22631 0.017
H 0.69765 -0.56241 -1.94841 0.083
H 1.38867 -3.10479 -0.86250 0.059
H -0.96706 -1.57552 1.22079 0.066
H 2.19480 3.00182 -1.91419 0.027
H 1.12289 -0.09266 2.51552 0.101
H 1.51508 -1.66550 -0.49676 -0.056
H -2.59335 -0.84033 2.75959 0.067
H 0.41727 -3.32761 2.64204 0.021
H -0.95984 0.28040 -0.68971 0.063
H 2.26300 1.04425 1.91012 0.034
H 0.57446 1.50282 2.38907 0.053
H -1.86471 1.70319 -1.81296 0.055
H 1.29359 0.75541 -2.88600 0.081
H -2.42046 0.93867 2.07315 0.013
H -4.10051 0.46522 -0.48960 0.042
H 0.85893 -3.15558 1.22647 -0.067

30
Properties=species:S:1:pos:R:3:lowdin_charge:R:1 method="wB97M-V/def2-TZVPD" total_charge=0 e_tot_ev=-24371.814 spin_multiplicity=1 e_above_lowest_kj_mol=198.4 orbital_gap_ev="6.2 / 7.7"
Si 2.27689 -0.58249 0.07110 0.452
Si 0.87149 1.24299 0.61625 0.654
C 0.01730 1.15592 2.41417 -0.247
C 2.52153 -0.67686 -1.84365 -0.239
C -2.27502 -0.55305 -0.84304 -0.474
C -3.29240 -0.29789 0.22675 -0.082
C 1.39009 -2.15758 0.58465 -0.258
C 1.16768 3.08413 0.39265 -0.311
C -1.73975 0.51793 -1.58525 0.011
C -1.78806 -1.84299 -1.15870 0.021
H 1.95631 -3.00523 0.22104 0.020
H 0.76396 0.68718 3.08033 0.016
H 1.42108 -2.24434 1.65607 0.010
H -1.22770 -2.10400 -1.99889 0.032
H -3.57826 -1.29004 0.61781 0.075
H -0.15939 2.09422 2.82936 -0.020
H -2.99528 0.52180 0.97388 0.097
H -2.00955 1.52422 -1.36166 0.034
H -4.20110 0.08718 -0.24854 0.076
H 3.58034 -0.24483 0.72122 -0.061
H 0.32486 -2.30447 0.27514 0.022
H -2.11753 -2.65477 -0.49508 0.058
H -0.87526 0.57057 2.37110 -0.019
H 0.21323 3.61371 0.71967 0.046
H 2.41516 0.24661 -2.31701 -0.013
H 3.30390 -1.27484 -2.12680 -0.022
H 1.57725 -1.28858 -2.07868 0.042
H 1.76909 3.58459 1.13043 0.005
H 1.53325 3.33589 -0.58159 -0.004
H -0.84410 0.25503 -2.26275 0.076

44
Properties=species:S:1:pos:R:3:lowdin_charge:R:1 method="wB97M-V/def2-TZVPD" total_charge=+2 e_tot_ev=-70235.876 spin_multiplicity=1 e_above_lowest_kj_mol=0.0 orbital_gap_ev=3.1
S -3.22061 0.20310 0.67019 0.612
S 0.13441 -0.77058 -3.19652 0.556
S 2.22245 -1.12430 3.23044 0.634
Al 3.28184 -1.99466 -0.85761 1.384
O 2.96064 -1.49887 2.06711 -0.323
O -0.07702 -1.03169 -4.70399 -0.217
O -0.29598 0.55566 -2.86856 -0.266
O 2.75923 0.29397 3.64648 -0.211
O 1.09716 -1.14564 0.16222 -0.129
O 1.48840 -1.15967 -2.90785 -0.375
O -4.13257 0.07687 1.71961 -0.139
O -1.78123 0.73936 1.22592 -0.200
O 2.04925 -2.02308 4.31018 -0.162
O -2.96278 -0.86523 -0.22817 -0.199
O -3.53020 1.53206 -0.11286 -0.155
C 3.34261 0.23988 6.05478 -0.040
C 0.54326 -0.63533 2.66698 -0.032
C -1.20396 -0.39033 -5.35801 -0.232
C -0.81636 0.91079 -6.04595 -0.048
C -1.28354 1.81021 0.41139 -0.140
C -1.05201 -1.84618 -2.42870 -0.097
C 2.46833 0.82501 4.97599 -0.211
C -2.29382 1.97091 -0.72326 -0.119
H -2.03239 -1.38386 -2.47029 0.068
H 4.36764 0.59548 5.97887 0.097
H 0.06457 0.80699 -6.67247 0.093
H -2.11810 1.30040 -1.56293 0.102
H -0.01012 -0.13855 3.46479 0.100
H -0.31411 1.52269 -0.01180 0.115
H -1.15973 2.71384 1.00824 0.149
H 3.37340 -0.84756 5.95074 0.077
H -2.12671 -0.32875 -4.78019 0.126
H -1.48327 -1.05468 -6.17934 0.133
H 0.69505 0.11825 1.87387 0.080
H 2.91969 0.44440 7.03570 0.103
H 0.12372 -1.61254 2.40948 0.105
H 0.58067 -0.49546 -0.36432 0.019
H 1.40127 0.77704 5.21357 0.127
H -1.69731 1.20184 -6.61641 0.097
H -2.45402 2.98257 -1.07922 0.153
H -0.59633 1.66191 -5.28570 0.073
H -1.16919 -2.73168 -3.05640 0.095
H 2.62173 1.90248 4.87487 0.141
H -0.68394 -2.10708 -1.44084 0.057

45
Properties=species:S:1:pos:R:3:lowdin_charge:R:1 method="wB97M-V/def2-TZVPD" total_charge=+1 e_tot_ev=-79037.303 spin_multiplicity=5 orbital_gap_ev="11.4 / 4.6"
Co 0.22311 -0.38842 -0.03239 0.913
F -3.29787 -0.13684 -2.06969 0.142
F 2.15613 -0.58516 -0.75977 0.164
F -2.63803 -1.92409 -0.72169 0.199
F -1.60939 -0.02389 -0.63176 0.128
F -3.78692 -0.26103 0.09943 0.159
F 4.23756 -1.00852 -1.06358 0.173
F 3.49641 0.98886 -1.70077 0.135
F 2.92443 -0.98184 -2.89560 0.104
O -0.05984 -2.33062 -0.44917 -0.091
O 0.26391 0.46799 -2.00402 -0.063
O 1.27881 -1.10378 1.74508 -0.080
O -1.13111 0.42285 1.83208 -0.255
N 0.77562 1.67336 0.38816 -0.041
C 0.48565 1.90141 -2.14010 -0.059
C 0.29288 2.23859 1.68961 -0.131
C -1.14907 1.82715 2.05210 -0.161
C 0.30091 -0.17897 -3.23726 0.051
C -2.01586 -0.30853 2.68325 -0.042
C -0.14827 -2.89806 0.88484 -0.105
C 1.09821 -2.48985 1.79076 -0.149
C 0.14969 2.41883 -0.78399 -0.126
B 3.16589 -0.36945 -1.62037 -1.319
B -2.82624 -0.59919 -0.83917 -1.372
H -1.66835 -0.47882 3.70223 0.109
H -1.28528 2.14791 3.08489 0.138
H -1.93513 2.35060 1.50785 0.136
H -0.71797 -2.70153 -1.04152 0.123
H 1.75899 1.90310 0.37088 0.134
H -0.92784 2.43823 -0.62070 0.135
H -2.99635 0.15049 2.55660 0.108
H 1.94003 -0.91182 2.41406 0.138
H 0.32361 3.32779 1.66144 0.129
H 1.00872 1.98468 2.47139 0.132
H 1.17222 0.09271 -3.83316 0.156
H 0.56156 3.42738 -0.82005 0.147
H -0.48793 0.16699 -3.90520 0.169
H -0.22892 -3.97966 0.77647 0.145
H 0.97863 -2.75353 2.84160 0.141
H 0.28573 -1.25058 -3.03848 0.136
H -1.06799 -2.50829 1.32107 0.096
H -0.17915 2.33853 -2.88512 0.174
H 1.51909 2.17267 -2.35579 0.164
H 1.96345 -2.99128 1.35715 0.137
H -2.20372 -1.27637 2.21839 0.079